This record from the OMol25 dataset describes the molecule C7H8BNO2S in a non-equilibrium geometry. The level of theory is wB97M-V/def2-TZVPD.

```
! wB97M-V def2-TZVPD RIJCOSX def2/J DEFGRID3
* xyz 0 1
B -2.29568 -0.00946 -0.26567
C 1.95679 -1.77828 -0.36837
C 2.95934 -0.88060 -0.01400
C 0.67095 -1.35889 -0.59563
C 2.65763 0.46288 0.06255
C 0.27812 -0.01776 -0.37197
C 1.35234 0.88884 -0.12424
C -0.52482 2.71964 0.31058
N -0.96538 0.39656 -0.36340
O -2.60881 -1.34761 -0.18574
O -3.23653 0.98943 -0.18493
S 0.98896 2.59489 -0.38136
H 2.19735 -2.82740 -0.46211
H 3.95992 -1.23023 0.18636
H -0.11028 -2.05322 -0.85818
H 3.42529 1.19035 0.28432
H -1.20932 3.43767 -0.09707
H -0.75092 2.23697 1.23990
H -3.53432 -1.53805 -0.03564
H -4.14174 0.69425 -0.07892
*
```

M: 181.03 g/mol
DFT total energy: -899.85857 a.u.
gap between HOMO and LUMO (alpha / beta): 0.243 / 0.243 Eh
HOMO (alpha / beta): -0.2723 / -0.2723 hartree

Results of the Mulliken charge analysis, in e, for atoms 1 through 6: number 1, B, carries 0.6302; number 2, C, carries -0.4797; number 3, C, carries -0.4827; number 4, C, carries -0.5974; number 5, C, carries -0.4850; number 6, C, carries 0.3062

This record from the OMol25 dataset describes the molecule C4H9N in a non-equilibrium geometry. The level of theory is wB97M-V/def2-TZVPD.

```
! wB97M-V def2-TZVPD RIJCOSX def2/J DEFGRID3
* xyz 0 1
C 0.43412 2.27016 1.17351
C -0.15698 1.56430 0.20933
N 0.19523 0.30070 -0.19180
C -0.52780 -0.81860 -0.81098
C -0.07020 -2.12287 -0.19937
H 0.06826 3.28104 1.24472
H 1.40051 2.02765 1.57786
H -0.91707 2.05545 -0.38991
H 1.17619 0.09328 -0.10504
H -0.37076 -0.74555 -1.89037
H -1.58440 -0.61222 -0.63275
H -0.76700 -2.94994 -0.23431
H 0.20287 -1.95790 0.85185
H 0.91704 -2.38549 -0.60273
*
```

SMILES string: C=CNCC
M: 71.12 g/mol
DFT total energy: -212.51198 a.u.
gap between HOMO and LUMO: 0.332 Eh
HOMO: -0.2880 hartree

Results of the Mulliken charge analysis, in e, for atoms 1 through 6: number 1, C, carries -0.8851; number 2, C, carries 0.0075; number 3, N, carries -0.2664; number 4, C, carries -0.3129; number 5, C, carries -1.1369; number 6, H, carries 0.2467

This record from the OMol25 dataset describes the molecule C8H11BO2 in a non-equilibrium geometry. The level of theory is wB97M-V/def2-TZVPD.

```
! wB97M-V def2-TZVPD RIJCOSX def2/J DEFGRID3
* xyz 0 1
O 1.26228 -2.98276 -1.35851
B 1.52211 -1.78574 -0.66626
O 1.56131 -1.87973 0.79873
C 1.84087 -0.37341 -1.31772
C 1.43676 0.69089 -0.26787
C -0.12648 0.84816 0.03658
C -1.06639 -0.13580 -0.31505
C -2.39329 0.08947 0.07416
C -2.70374 1.23415 0.84056
C -1.75863 2.09713 1.23136
C -0.49291 1.90533 0.79931
H 1.15540 -3.74615 -0.80311
H 1.31876 -2.72335 1.20292
H 1.20922 -0.32961 -2.15441
H 2.90228 -0.21128 -1.65792
H 1.94460 0.55177 0.65218
H 1.76490 1.63005 -0.59400
H -0.83602 -1.08450 -0.75150
H -3.18810 -0.55545 -0.11208
H -3.65096 1.38272 1.27127
H -1.94620 2.84918 1.98578
H 0.24424 2.52892 1.10560
*
```

SMILES string: OB(O)CCc1ccccc1
M: 149.99 g/mol
DFT total energy: -486.84860 a.u.
gap between HOMO and LUMO: 0.344 Eh
HOMO: -0.3309 hartree

Results of the Mulliken charge analysis, in e, for atoms 1 through 6: number 1, O, carries -0.5697; number 2, B, carries 0.6464; number 3, O, carries -0.5954; number 4, C, carries -0.9811; number 5, C, carries -1.0284; number 6, C, carries 0.8719

This record from the OMol25 dataset describes a cluster of 2 separate species, C2H8NOS in total in a non-equilibrium geometry. The level of theory is wB97M-V/def2-TZVPD.

```
! wB97M-V def2-TZVPD RIJCOSX def2/J DEFGRID3
* xyz -1 1
C 0.21092 1.29925 -0.53165
C -0.93641 0.84884 0.43550
S -0.03096 -0.00743 1.69699
N 0.77544 0.21224 -1.41129
H 1.03298 2.00830 -0.14610
H -0.31018 1.98848 -1.38861
H -1.75427 0.33772 0.05570
H -1.32839 1.65611 0.99841
H 0.89940 -0.65937 -0.92818
H 1.63487 0.51452 -1.79401
H -0.12113 -2.25003 0.40280
H -0.22561 -2.93675 1.73172
O 0.15333 -3.01188 0.87872
*
```

M: 94.16 g/mol
DFT total energy: -609.17458 a.u.
gap between HOMO and LUMO: 0.247 Eh
HOMO: -0.0899 hartree

Results of the Mulliken charge analysis, in e, for atoms 1 through 6: number 1, C, carries -0.2692; number 2, C, carries -0.7309; number 3, S, carries -0.7128; number 4, N, carries -0.5250; number 5, H, carries 0.1911; number 6, H, carries 0.2121

This record from the OMol25 dataset describes a cluster of 2 separate species, C17H24ClNO7S in total in a non-equilibrium geometry. The level of theory is wB97M-V/def2-TZVPD.

```
! wB97M-V def2-TZVPD RIJCOSX def2/J DEFGRID3
* xyz 0 1
C 0.54182 -1.74235 0.21353
C -0.44968 -1.78652 -0.70205
C -0.26229 -1.28901 -2.10624
O 1.02351 -0.90260 -2.41108
C 1.46867 0.37099 -1.94996
C 2.75581 0.70292 -2.68661
C 3.14817 2.16562 -2.51811
C 3.36635 2.58878 -1.05761
O -0.49907 -2.47157 -2.97504
S -0.92168 -1.95500 -4.40781
O -1.59334 -2.98695 -5.10534
O 0.11663 -1.23208 -5.05673
O -1.96214 -0.90012 -3.82634
C -1.40991 -0.32452 -2.60349
C -2.59567 -0.14262 -1.67411
C -3.51210 0.99097 -2.14857
C -3.14798 2.34993 -1.57622
Cl -3.25171 2.37746 0.21493
H 1.53352 -2.13447 0.00202
H 0.38241 -1.27170 1.18171
H -1.41357 -2.23279 -0.47028
H 1.64337 0.35699 -0.87070
H 0.73765 1.16089 -2.15567
H 3.54118 0.02803 -2.33875
H 2.58071 0.48200 -3.74196
H 2.41017 2.80565 -3.00800
H 4.08081 2.31813 -3.06538
H 2.45841 3.00816 -0.62365
H 4.14245 3.35168 -0.99948
H 3.70010 1.74733 -0.44850
H -1.02729 0.64328 -2.92721
H -3.14512 -1.08153 -1.62054
H -2.21897 0.10189 -0.68001
H -3.49539 1.06943 -3.23847
H -4.53760 0.75806 -1.85985
H -3.86180 3.09693 -1.91214
H -2.14334 2.66031 -1.85770
O 2.83362 -1.42325 3.83574
N 1.99334 -0.54947 3.87757
O 2.05506 0.49831 3.26519
C 0.80666 -0.77873 4.72261
C 0.72313 -1.95287 5.44808
C -0.38778 -2.15518 6.25130
C -1.38770 -1.19353 6.31390
C -1.28479 -0.02516 5.57037
C -0.17807 0.19139 4.76491
H 1.51037 -2.68900 5.38547
H -0.47097 -3.06469 6.83030
H -2.25098 -1.35503 6.94589
H -2.06587 0.72114 5.61871
H -0.07909 1.09444 4.18141
*
```

SMILES string: C=C[C@@]1(OCCCC)OS(=O)(=O)O[C@H]1CCCCl.O=[N+]([O-])c1ccccc1
M: 421.90 g/mol
DFT total energy: -2101.80474 a.u.
gap between HOMO and LUMO: 0.315 Eh
HOMO: -0.3405 hartree

Results of the Mulliken charge analysis, in e, for atoms 1 through 6: number 1, C, carries -0.8688; number 2, C, carries -0.8782; number 3, C, carries 1.5314; number 4, O, carries -0.3627; number 5, C, carries -0.0739; number 6, C, carries -0.7839

This record from the OMol25 dataset describes the ion C13H20FNO2P with charge +1 in a non-equilibrium geometry. The level of theory is wB97M-V/def2-TZVPD.

```
! wB97M-V def2-TZVPD RIJCOSX def2/J DEFGRID3
* xyz 1 1
C -2.20506 -1.54003 -3.40971
C -1.40988 -1.02631 -2.07071
P 0.44310 -0.64382 -2.32416
C 0.75636 0.69649 -3.64727
C 1.84773 1.76558 -2.96650
O 1.40936 -2.07292 -2.55876
C 2.15256 -2.21551 -1.26262
O 3.24877 -3.01322 -1.19550
C 1.63020 -1.45369 0.12434
C 0.47606 -2.14483 1.11718
C -0.03260 -1.32243 2.44663
N 0.51693 0.06861 2.81484
C 0.00326 0.82954 4.01906
C -1.57508 1.27087 3.93286
C -2.08751 1.68550 2.42394
F -1.73394 2.48279 4.79476
C 1.61575 0.76039 1.98132
C 2.19669 0.02328 0.62928
H -2.60470 -0.59795 -3.97872
H -1.49738 -2.21357 -4.05885
H -3.15530 -2.14449 -3.01872
H -1.92047 -0.04680 -1.65740
H -1.46722 -1.88628 -1.24525
H -0.18693 1.30146 -3.98463
H 1.31967 0.25234 -4.58951
H 1.64540 1.68457 -1.79501
H 2.94995 1.34305 -3.11221
H 1.71250 2.86180 -3.35506
H 0.01880 -3.19978 0.89414
H -0.84408 -1.75961 3.18282
H 0.17917 0.21320 5.01060
H 0.62757 1.83673 4.11550
H -2.30828 0.44764 4.36152
H -1.60448 1.05265 1.56602
H -3.26617 1.52285 2.33873
H -1.90432 2.83145 2.27347
H 2.03647 1.81606 2.26532
H 3.01709 0.53442 -0.06173
*
```

SMILES string: CCP(CC)OC(=O)c1cc[n+](C[C@H](C)F)cc1
M: 272.28 g/mol
DFT total energy: -1153.10692 a.u.
gap between HOMO and LUMO: 0.219 Eh
HOMO: -0.4126 hartree

Results of the Mulliken charge analysis, in e, for atoms 1 through 6: number 1, C, carries -0.8907; number 2, C, carries -0.4223; number 3, P, carries 0.4140; number 4, C, carries -0.6158; number 5, C, carries -0.6633; number 6, O, carries -0.3627

Question: Look up the DFT total energy of the fifth one.
Answer: -2101.80474 a.u.

Question: Which formula does entry 6 have?
Answer: C13H20FNO2P